A:
Below is C3H5NOS in the gas phase, with properties calculated with ωB97M-V/def2-TZVPD.

Values from the calculation:
* SMILES: O=C(S)[C@H]1CN1
* gap between HOMO and LUMO: 10.61 eV

Geometry (Å):
C -1.11 0.49 -0.16
C 0.36 0.40 -0.44
C 1.22 -0.16 0.64
H -3.22 -0.48 0.27
H 0.75 1.25 -0.97
H 2.22 0.29 0.86
H 0.72 -0.52 1.57
H 1.73 -0.91 -1.17
N 0.95 -0.94 -0.52
O -1.61 1.60 -0.04
S -2.02 -1.02 -0.03

Atomic partial charges in e from the Mulliken method, atoms 1 to 2: 0.241 0.035


B:
Below is a molecular structure, C3H5NOS, with properties calculated with ωB97M-V/def2-TZVPD.

Values from the calculation:
* gap between HOMO and LUMO: 9.41 eV

Geometry (Å):
C 1.80 0.16 -0.11
C 0.41 0.36 -0.13
C -1.87 -0.56 0.09
H 1.78 0.20 1.14
H 2.33 -1.02 -0.48
H 2.59 1.15 -0.51
H -2.80 -0.90 -0.36
H -1.81 -0.31 1.12
N -0.43 1.31 -0.15
O -1.74 0.93 -0.35
S -0.27 -1.32 -0.26

Atomic partial charges in e from the Mulliken method, atoms 1 to 2: -0.823 0.603


Most stable one: A, least stable one: B.


A:
Below is C3H5NOS in the gas phase, with properties calculated with ωB97M-V/def2-TZVPD.

Values from the calculation:
* SMILES: N=C=CCOS
* gap between HOMO and LUMO: 9.95 eV

Geometry (Å):
C -0.53 -1.09 1.58
C -0.89 -0.20 0.73
C -0.07 0.34 -0.44
N 0.09 -1.66 2.47
O -0.06 1.74 -0.31
S 0.32 2.61 -1.62
H -2.06 -0.27 0.65
H 1.75 2.53 -1.58
H 0.87 -0.19 -0.34
H -0.65 0.07 -1.30
H 0.18 -2.65 2.48

Atomic partial charges in e from the Mulliken method, atoms 1 to 2: 0.390 -0.565


B:
Below is C3H5NOS in the gas phase, with properties calculated with ωB97M-V/def2-TZVPD.

Values from the calculation:
* SMILES: NC(=S)[C@@H]1CO1
* gap between HOMO and LUMO: 8.95 eV

Geometry (Å):
C -0.08 -0.32 0.31
C 0.62 0.42 -0.77
C 0.15 1.70 -1.25
H -1.90 -0.94 0.91
H -1.88 -0.25 -0.68
H 1.62 0.11 -0.85
H -0.69 2.23 -0.78
H 0.73 2.32 -1.93
N -1.42 -0.40 0.21
O -0.11 0.46 -1.95
S 0.55 -0.95 1.73

Atomic partial charges in e from the Mulliken method, atoms 1 to 2: 0.070 0.098


Most stable one: B, least stable one: A.


A:
Below is C8H8O2S in the gas phase, with properties calculated with ωB97M-V/def2-TZVPD.

Values from the calculation:
* gap between HOMO and LUMO (alpha / beta): 5.73 / 5.74 eV

Geometry (Å):
C 0.63 1.19 2.59
C -0.17 2.01 1.87
C 1.00 -0.05 2.13
C -0.72 1.50 0.72
C 0.67 -0.62 0.87
C -0.39 0.23 0.32
C -0.46 -1.35 -1.89
C 0.28 -0.70 -2.93
O -2.12 -1.77 -0.03
O 1.18 -1.52 0.19
S -1.51 -0.67 -0.81
H 1.04 1.45 3.52
H -0.22 2.99 2.37
H 1.61 -0.58 2.81
H -1.54 2.02 0.29
H -0.59 -2.39 -2.21
H 0.00 -1.31 -3.85
H 1.33 -0.83 -2.74
H -0.03 0.41 -3.20

Atomic partial charges in e from the Mulliken method, atoms 1 to 2: -0.300 -0.425


B:
Below is C8H8O2S in the gas phase, with properties calculated with ωB97M-V/def2-TZVPD.

Values from the calculation:
* SMILES: C#CSC(=C)C1=COCCO1
* gap between HOMO and LUMO: 8.85 eV

Geometry (Å):
C -0.71 -0.80 -1.02
C -0.16 -0.33 0.12
C 2.99 -1.00 -0.61
C 0.80 -0.97 0.96
C 3.42 -0.11 -1.26
C 1.07 -0.68 2.26
C -2.49 0.57 -0.60
C -1.40 1.57 -0.16
O -1.93 -0.33 -1.46
O -0.57 0.89 0.67
S 1.95 -2.12 0.18
H 3.87 0.73 -1.82
H -0.43 -1.82 -1.37
H 1.94 -1.13 2.78
H 0.43 -0.16 2.98
H -2.93 0.08 0.32
H -3.31 1.17 -1.09
H -0.75 1.89 -1.03
H -1.81 2.56 0.15

Atomic partial charges in e from the Mulliken method, atoms 1 to 2: -0.442 0.448


Most stable one: B, least stable one: A.


A:
Below is 2 unconnected molecules or ions with the total composition H2NO2P, with properties calculated with ωB97M-V/def2-TZVPD.

Values from the calculation:
* gap between HOMO and LUMO (alpha / beta): 8.95 / 7.18 eV

Geometry (Å):
N 0.79 1.62 -0.14
O -1.46 -0.92 -0.21
O 1.20 0.39 -0.06
P 1.26 -1.09 -0.08
H -0.18 1.53 0.03
H -1.60 -1.53 0.45

Atomic partial charges in e from the Mulliken method, atoms 1 to 2: -0.124 -0.697


B:
Below is 2 unconnected molecules or ions with the total composition H2NO2P, with properties calculated with ωB97M-V/def2-TZVPD.

Values from the calculation:
* gap between HOMO and LUMO (alpha / beta): 8.90 / 8.90 eV

Geometry (Å):
N 0.87 -0.16 -0.14
O 1.25 0.16 -1.22
O 1.37 -0.99 0.59
P -0.49 0.81 0.63
H -1.05 1.06 -0.76
H -1.95 -0.88 0.90

Atomic partial charges in e from the Mulliken method, atoms 1 to 2: 0.813 -0.506


Most stable one: B, least stable one: A.


A:
Below is a molecular structure, C11H31O9S5V, with properties calculated with ωB97M-V/def2-TZVPD.

Values from the calculation:
* charge: +1
* multiplicity: 2
* gap between HOMO and LUMO (alpha / beta): 4.14 / 4.58 eV

Geometry (Å):
O 3.78 0.50 -0.74
V 2.88 1.79 -0.74
O -1.02 -0.23 -1.41
C 0.27 -0.27 -1.15
O 0.95 0.79 -1.27
O 0.76 -1.39 -0.88
H -1.15 -1.18 -1.40
C -1.00 3.82 3.38
S -2.49 2.98 2.62
O -3.19 4.10 1.78
C -1.56 1.94 1.36
H -1.42 4.71 3.84
H -0.32 4.20 2.62
H -0.58 3.14 4.11
H -0.58 1.62 1.72
H -1.32 2.60 0.53
H -2.03 1.06 0.92
C -0.11 5.36 -1.22
S 1.62 4.88 -1.04
O 1.57 3.39 -0.61
C 2.00 5.84 0.53
H -0.42 5.05 -2.22
H -0.20 6.44 -1.27
H -0.82 4.90 -0.53
H 3.08 6.01 0.55
H 1.82 5.26 1.44
H 1.48 6.79 0.45
C 4.05 0.39 3.16
S 2.24 0.40 2.60
O 2.21 1.26 1.33
C 1.90 -1.31 2.17
H 4.64 -0.11 2.39
H 4.24 -0.24 4.02
H 4.42 1.40 3.32
H 0.83 -1.46 1.97
H 2.34 -1.94 2.94
H 2.44 -1.39 1.23
C -1.79 -2.70 1.26
S -3.01 -3.51 0.19
O -2.74 -3.16 -1.28
C -2.50 -5.26 0.44
H -2.08 -1.70 1.60
H -0.78 -2.64 0.86
H -1.70 -3.09 2.27
H -1.46 -5.24 0.13
H -3.04 -5.93 -0.23
H -2.68 -5.57 1.47
C -1.83 -3.31 -4.72
S -1.62 -5.11 -4.46
O -1.54 -5.64 -5.87
C 0.01 -4.92 -3.66
H -1.45 -2.83 -3.82
H -2.89 -3.04 -4.66
H -1.30 -2.95 -5.60
H -0.08 -4.41 -2.70
H 0.59 -4.20 -4.25
H 0.55 -5.85 -3.47

Atomic partial charges in e from the Mulliken method, atoms 1 to 2: -0.430 1.223


B:
Below is a molecular structure, C11H31O9S5V, with properties calculated with ωB97M-V/def2-TZVPD.

Values from the calculation:
* charge: +1
* multiplicity: 2
* gap between HOMO and LUMO (alpha / beta): 6.20 / 6.48 eV

Geometry (Å):
O 3.21 -0.35 -0.55
V 2.11 0.75 -0.50
O -1.29 -1.08 -0.87
C -0.04 -0.66 -0.77
O 0.51 -0.08 -1.78
O 0.62 -0.73 0.29
H -1.52 -0.71 -1.75
C 0.82 -6.08 2.21
S -0.65 -5.84 1.21
O -0.50 -6.72 0.03
C -0.23 -4.18 0.72
H 1.69 -5.86 1.59
H 0.83 -7.12 2.53
H 0.78 -5.45 3.09
H 0.12 -3.61 1.59
H -0.99 -3.66 0.15
H 0.68 -4.20 0.11
C 2.97 3.57 2.30
S 2.78 1.83 2.67
O 2.13 1.14 1.50
C 4.47 1.36 2.66
H 3.61 3.95 3.10
H 1.97 4.00 2.32
H 3.48 3.74 1.36
H 4.94 1.67 1.72
H 4.55 0.28 2.72
H 4.97 1.83 3.51
C -0.84 2.63 -2.60
S -0.61 2.93 -0.87
O 0.74 2.34 -0.46
C -0.37 4.69 -0.96
H 0.11 2.76 -3.11
H -1.60 3.31 -2.98
H -1.18 1.61 -2.76
H -0.07 5.02 0.03
H -1.36 5.10 -1.18
H 0.36 4.92 -1.73
C -2.84 -2.22 -5.74
S -1.79 -1.39 -4.54
O -2.63 -0.69 -3.52
C -1.24 -2.90 -3.73
H -2.21 -2.76 -6.44
H -3.38 -1.42 -6.25
H -3.54 -2.89 -5.25
H -2.11 -3.47 -3.41
H -0.63 -2.62 -2.88
H -0.60 -3.44 -4.43
C -1.60 1.22 2.11
S -1.68 2.96 2.59
O -3.10 3.36 2.60
C -1.29 2.66 4.32
H -0.70 0.75 2.50
H -1.68 1.15 1.03
H -2.50 0.75 2.53
H -2.10 2.06 4.73
H -1.28 3.63 4.82
H -0.32 2.17 4.42

Atomic partial charges in e from the Mulliken method, atoms 1 to 2: -0.454 0.966


Most stable one: B, least stable one: A.


A:
Below is 2 unconnected molecules or ions with the total composition C3H12NO2S, with properties calculated with ωB97M-V/def2-TZVPD.

Values from the calculation:
* charge: +1
* gap between HOMO and LUMO: 10.22 eV

Geometry (Å):
C -0.36 -0.60 1.51
O 0.26 -1.73 0.91
C -0.89 0.40 0.39
C -0.02 1.63 0.40
S -0.19 2.62 -1.14
N -0.91 -0.31 -0.91
H -1.20 -0.94 2.09
H 0.37 -0.14 2.14
H 0.05 -2.54 1.37
H -1.90 0.51 0.74
H -0.29 2.31 1.21
H 1.02 1.41 0.60
H 0.68 1.87 -1.84
H -1.13 0.36 -1.65
H -0.06 -0.84 -1.16
H -1.71 -0.94 -1.03
H 2.48 -1.50 -1.66
H 1.99 -0.73 -0.52
O 1.79 -0.85 -1.46

Atomic partial charges in e from the Mulliken method, atoms 1 to 2: -0.614 -0.528


B:
Below is 3 unconnected molecules or ions with the total composition C3H12NO2S, with properties calculated with ωB97M-V/def2-TZVPD.

Values from the calculation:
* charge: +1
* gap between HOMO and LUMO: 4.86 eV

Geometry (Å):
C -0.76 2.15 -0.30
O -1.93 2.43 -1.14
C -0.45 0.64 -0.01
C 0.87 0.47 0.78
S 1.11 -1.33 0.95
N -1.41 -0.01 0.77
H 0.25 2.67 -0.69
H -0.92 2.59 0.66
H -1.92 3.33 -1.49
H -0.31 -0.03 -1.01
H 1.63 1.04 0.29
H 0.72 0.85 1.79
H 1.69 -5.50 3.26
H 1.57 -5.19 2.65
H -1.03 -0.92 1.06
H -2.32 -0.13 0.27
H 1.76 -2.03 -2.45
H 1.01 -1.62 -1.20
O 0.92 -1.57 -2.18

Atomic partial charges in e from the Mulliken method, atoms 1 to 2: -0.664 -0.503


Most stable one: A, least stable one: B.